A structure of composition C37H33AsAuO5, computed with wB97M-V/def2-TZVPD.

Structure (XYZ):
```
77
Properties=species:S:1:pos:R:3:forces:R:3
Au 0.36740 -0.01930 -0.30810 -0.350 -0.131 0.306
C -0.17300 6.95890 0.08550 -0.234 0.054 -0.033
O 1.17110 6.61770 0.30460 0.341 -0.358 0.041
C 1.54240 5.30460 0.14080 0.113 -0.053 -0.048
C 2.92660 5.06920 0.12830 0.097 0.307 0.055
C 3.38300 3.80720 -0.14210 -0.137 0.038 -0.027
C 2.52590 2.73080 -0.42110 -0.508 0.188 0.182
C 3.07120 1.46590 -0.86710 0.232 -0.564 -0.272
C 4.51770 1.15080 -0.53570 -0.141 -0.113 -0.208
O 2.42120 0.63440 -1.50020 0.690 0.410 -0.093
C 1.11340 2.93150 -0.29270 0.435 0.134 -0.019
O 0.20160 2.03480 -0.40050 -0.244 -0.224 -0.057
C 0.67390 4.25530 -0.01680 -0.342 0.305 -0.069
H -0.19880 8.04790 0.02670 -0.048 -0.080 0.031
H -0.81920 6.62860 0.90570 0.023 -0.043 -0.032
H -0.54750 6.53930 -0.85380 0.025 0.000 0.040
H 3.59860 5.89840 0.29470 0.062 0.023 -0.012
H 4.45030 3.65290 -0.18990 0.089 -0.031 0.003
H 5.19700 1.82680 -1.05080 0.080 0.110 -0.011
H 4.71420 0.13410 -0.86230 0.030 0.022 0.026
H 4.67780 1.22990 0.53750 0.105 0.023 0.082
H -0.39510 4.39330 0.02540 -0.144 -0.001 0.037
C -6.94320 -2.80690 0.31400 -0.113 -0.032 -0.082
C -6.05670 -2.91070 1.37310 -0.087 -0.070 0.128
C -4.79860 -2.34620 1.27440 0.277 0.131 0.045
C -4.40830 -1.65480 0.12980 0.222 -0.052 -0.008
C -5.30370 -1.56480 -0.92640 0.160 0.206 -0.177
C -6.56310 -2.13470 -0.83580 -0.169 -0.081 0.020
As -2.51370 -1.00620 0.08180 -0.700 -0.167 0.250
C -2.90640 0.52220 1.22350 -0.026 0.321 -0.001
C -2.93530 0.54270 2.60590 0.064 -0.227 0.007
C -3.22130 1.71990 3.27870 -0.033 0.007 0.129
C -3.47590 2.88070 2.56650 -0.009 0.118 0.046
C -3.43840 2.87490 1.18370 -0.017 0.030 -0.112
C -3.14930 1.70010 0.50120 0.031 -0.104 0.524
C -3.05130 1.54910 -0.94430 0.056 -0.136 -0.449
C -3.21970 2.56230 -1.88040 -0.019 -0.005 0.142
C -3.06380 2.29090 -3.22670 -0.005 0.133 -0.084
C -2.73600 1.01360 -3.64940 -0.003 -0.083 -0.130
C -2.57390 -0.00520 -2.72330 0.079 -0.207 -0.005
C -2.73590 0.25160 -1.37400 -0.119 0.305 -0.131
H -7.92400 -3.25840 0.37940 -0.053 -0.010 0.014
H -6.35370 -3.44280 2.26830 0.051 0.003 0.044
H -4.09170 -2.43390 2.09530 -0.092 -0.080 0.018
H -5.01600 -1.03530 -1.82830 -0.035 -0.021 0.009
H -7.25670 -2.06070 -1.66300 -0.001 0.037 -0.073
H -2.72410 -0.36570 3.15910 0.003 0.027 0.060
H -3.24320 1.73930 4.35950 0.013 -0.031 0.071
H -3.69460 3.80020 3.09370 -0.010 0.026 0.021
H -3.63520 3.79010 0.64020 0.017 0.039 -0.034
H -3.46560 3.56660 -1.56190 0.014 0.051 0.031
H -3.18320 3.08610 -3.95180 -0.003 0.004 -0.017
H -2.59850 0.81720 -4.70320 0.017 -0.049 -0.072
H -2.30250 -1.00330 -3.04510 0.020 -0.007 -0.078
C 6.10370 -0.92750 2.40960 -0.061 -0.086 0.000
C 4.78790 -1.37810 1.84080 0.024 0.001 0.031
C 3.61170 -1.23120 2.55830 0.129 -0.028 -0.087
C 2.40200 -1.69660 2.06110 -0.099 -0.025 -0.063
C 1.14800 -1.57390 2.87450 -0.065 0.096 -0.055
C 2.36650 -2.29260 0.80340 0.040 -0.058 0.079
C 3.54220 -2.45620 0.07010 -0.041 -0.001 0.056
C 3.49680 -3.14750 -1.25700 0.015 -0.063 0.019
C 4.73830 -1.99560 0.59820 -0.103 -0.076 0.141
C 1.06690 -2.87850 0.27940 0.370 0.150 0.204
O 0.90670 -4.08680 0.35520 -0.052 -0.236 -0.060
O 0.19320 -2.06490 -0.19750 0.082 0.072 -0.241
H 5.95860 -0.19140 3.19930 0.045 0.040 0.017
H 6.73540 -0.49550 1.63350 0.064 0.047 0.012
H 6.63100 -1.78370 2.83580 0.114 0.047 0.040
H 3.63960 -0.76070 3.53300 -0.018 0.045 0.106
H 1.38270 -1.39250 3.92210 -0.025 0.006 0.059
H 0.55430 -2.48300 2.79050 -0.085 -0.031 0.059
H 0.53700 -0.74670 2.50380 -0.063 0.012 0.031
H 2.76330 -2.66610 -1.90140 -0.032 0.010 -0.137
H 3.19030 -4.18450 -1.11860 -0.042 -0.031 -0.066
H 4.47100 -3.12780 -1.74160 0.042 0.030 -0.074
H 5.65650 -2.12620 0.03790 0.057 -0.009 -0.098
```
Positions in Å, forces in eV/Å.

Computed properties:
Maximum force   0.808 eV/Å
LUMO   0.0951 hartree
HOMO level   -0.1806 hartree
Total charge   -1
HOMO-LUMO gap   7.503 eV
E   -113675.51095 eV

Mulliken atomic charge list, values in e, 5 entries: number 1, Au, carries 1.093; number 2, C, carries -0.776; number 3, O, carries -0.458; number 4, C, carries 0.940; number 5, C, carries -1.041